[1]
Molecular formula: C17H27CaN2O2P
Method: DFT, ωB97M-V/def2-TZVPD

Properties
Kohn-Sham gap (alpha / beta) (eV): 6.22 / 6.32
HOMO (alpha / beta) (eV): -8.03 / -8.22
Molar mass (g/mol): 362.47
LUMO level (alpha / beta) (eV): -1.810 / -1.898
Total charge: 0

Each line ends with the Mulliken charge.
Geometry (Å):
C -2.499 0.688 -3.457  -0.70
C -2.302 -0.540 -2.811  -0.73
C -1.600 -0.607 -1.592  0.24
C -1.079 0.564 -0.991  -0.09
C -1.256 1.794 -1.682  0.90
C -1.965 1.857 -2.896  -0.81
C -1.381 -1.937 -0.902  -0.44
C 0.082 -2.408 -0.725  -1.07
N 1.128 -1.354 -0.475  0.40
Ca 0.310 0.480 0.642  0.80
C -0.559 3.015 -1.110  -1.08
P 1.100 2.389 -0.538  0.68
H -2.698 -1.461 -3.259  0.38
H -2.088 2.817 -3.411  0.37
H -3.052 0.733 -4.402  0.35
H -1.075 3.389 -0.204  0.40
H -0.472 3.848 -1.830  0.44
H -1.836 -1.879 0.098  0.04
H -1.907 -2.741 -1.447  0.48
H 0.115 -3.103 0.129  0.48
C 1.829 3.734 0.490  -1.16
C 2.101 2.479 -2.093  -1.51
H 0.410 -2.979 -1.616  0.52
C 1.685 -0.918 -1.778  -1.32
C 2.221 -1.949 0.335  -1.20
H -0.362 1.622 1.475  0.19
H 2.176 -1.771 -2.291  0.42
H 0.871 -0.532 -2.408  0.33
H 2.426 -0.127 -1.601  0.38
H 2.754 -2.694 -0.273  0.41
H 2.929 -1.164 0.673  0.30
H 1.783 -2.456 1.206  0.32
H 2.118 3.515 -2.477  0.44
H 3.135 2.146 -1.906  0.41
H 1.641 1.823 -2.850  0.33
H 1.980 4.657 -0.096  0.39
H 1.150 3.933 1.335  0.34
H 2.795 3.393 0.898  0.36
H 1.478 0.462 1.805  -0.05
O -0.186 0.664 3.656  -0.65
C -0.593 -0.480 3.540  0.15
C -1.102 -1.254 4.705  -0.43
C -1.467 -2.582 4.068  -0.41
C -1.122 -2.362 2.632  0.00
O -1.296 -3.246 1.817  -0.64
N -0.616 -1.127 2.352  0.15
H -0.304 -1.373 5.469  0.24
H -1.992 -0.747 5.136  0.24
H -0.854 -3.412 4.482  0.22
H -2.551 -2.801 4.178  0.22

Atoms 1-2, force components in eV/Å:
C 0.22 0.04 0.34
C 0.12 0.19 0.14



[2]
Molecular formula: C30H49CrN4O2SSi
Method: DFT, ωB97M-V/def2-TZVPD

Properties
Kohn-Sham gap (alpha / beta) (eV): 6.64 / 7.67
HOMO (alpha / beta) (eV): -13.22 / -13.32
Molar mass (g/mol): 609.90
LUMO level (alpha / beta) (eV): -6.573 / -5.656
Total charge: +2
Multiplicity: 4

Each line ends with the Mulliken charge.
Geometry (Å):
Cr -0.001 -0.514 0.320  -0.42
C -0.476 -3.279 2.249  -1.52
C 0.555 -2.186 2.092  0.54
C 0.766 -1.244 3.131  1.55
C -0.204 -1.172 4.279  -2.75
C 1.896 -0.422 3.108  1.37
C 2.319 0.363 4.323  -2.23
C 2.649 -0.331 1.935  1.47
C 3.754 0.682 1.826  -2.50
C 2.452 -1.250 0.877  1.32
C 3.482 -1.277 -0.227  -1.98
C 1.496 -2.275 1.038  0.05
C 1.561 -3.538 0.224  -2.10
H -1.013 -3.479 1.323  0.19
H -1.211 -3.051 3.014  0.44
H 0.016 -4.211 2.538  0.40
H -0.130 -0.229 4.813  0.49
H -0.031 -1.975 4.999  0.39
H -1.229 -1.274 3.928  0.48
H 2.080 1.426 4.254  0.30
H 3.399 0.300 4.450  0.50
H 1.870 -0.023 5.233  0.46
H 4.724 0.215 2.021  0.46
H 3.636 1.496 2.535  0.50
H 3.809 1.110 0.827  0.44
H 3.609 -0.300 -0.692  0.34
H 3.242 -1.983 -1.012  0.36
H 4.455 -1.558 0.182  0.39
H 0.590 -4.004 0.102  0.46
H 2.208 -4.241 0.756  0.40
H 1.985 -3.390 -0.763  0.45
C -3.105 0.299 2.257  -1.26
C -3.075 -0.761 1.202  0.67
C -4.171 -1.541 0.919  -1.02
C -4.099 -2.486 -0.111  -0.78
C -2.946 -2.663 -0.836  -1.00
C -1.844 -1.859 -0.505  0.34
N -1.950 -0.921 0.471  0.92
N -0.577 -1.865 -0.994  1.16
Si -0.197 -2.438 -2.629  0.20
C -0.294 -4.291 -2.745  -1.26
C 1.530 -1.858 -3.054  -0.89
C -1.427 -1.651 -3.796  -1.16
H -3.585 1.198 1.863  0.40
H -2.100 0.558 2.574  -0.24
H -3.690 -0.032 3.113  0.52
H -5.079 -1.413 1.490  0.55
H -4.963 -3.097 -0.334  0.48
H -2.873 -3.408 -1.613  0.43
H 0.587 -4.773 -2.321  0.35
H -0.355 -4.588 -3.794  0.48
H -1.170 -4.704 -2.243  0.35
H 2.274 -2.636 -2.875  0.53
H 1.834 -0.971 -2.493  -0.14
H 1.584 -1.617 -4.117  0.61
H -2.375 -2.189 -3.822  0.36
H -1.039 -1.646 -4.816  0.47
H -1.647 -0.618 -3.513  0.23
N 0.009 0.839 -1.154  -0.70
C -0.048 1.355 -2.195  0.45
N -0.117 1.921 -3.350  0.21
C 0.895 1.693 -4.410  -0.25
C 1.515 3.031 -4.771  -0.75
O 0.515 3.961 -5.128  -0.38
C -0.353 4.239 -4.052  -0.53
C -1.106 2.986 -3.644  -0.59
H 0.373 1.265 -5.267  0.30
H 1.634 0.982 -4.048  0.24
H 2.169 2.917 -5.633  0.39
H 2.106 3.416 -3.929  0.33
H -1.053 5.001 -4.391  0.37
H 0.216 4.636 -3.200  0.31
H -1.729 2.628 -4.465  0.30
H -1.731 3.143 -2.766  0.48
O -0.051 1.117 1.551  -0.44
S 0.500 2.512 1.842  0.44
C -0.263 2.992 3.419  -0.37
C -1.047 4.277 3.169  -0.96
C -1.660 4.131 1.781  -0.31
C -0.514 3.674 0.885  -0.16
H 0.516 3.075 4.173  0.51
H -0.915 2.153 3.667  0.09
H -0.379 5.140 3.200  0.33
H -1.794 4.420 3.948  0.43
H -2.085 5.066 1.420  0.47
H -2.456 3.384 1.790  0.03
H 0.148 4.496 0.609  0.57
H -0.805 3.133 -0.012  -0.31

Atoms 1-2, force components in eV/Å:
Cr -0.03 0.00 0.29
C 0.00 0.00 0.01



[3]
Molecular formula: CH9N4S
Method: DFT, ωB97M-V/def2-TZVPD

Properties
Kohn-Sham gap (eV): 10.41
HOMO (eV): -14.27
Molar mass (g/mol): 109.18
LUMO level (eV): -3.856
Total charge: +1

Each line ends with the Mulliken charge.
Geometry (Å):
C 0.482 0.376 -0.791  0.46
N 1.099 1.381 -0.219  -0.24
N -0.395 -0.348 -0.047  -0.36
N -0.649 -1.597 -2.269  -0.72
N -0.197 0.647 2.412  -0.96
S 0.548 -0.131 -2.569  0.12
H 1.920 1.810 -0.561  0.24
H 0.846 1.346 0.740  0.26
H -0.733 -0.137 0.889  0.46
H -1.083 -0.986 -0.630  0.35
H -1.337 -1.608 -2.981  0.28
H -0.015 -2.339 -2.326  0.30
H 0.605 1.022 2.857  0.27
H -1.060 0.915 2.938  0.22
H -0.031 -0.351 2.559  0.31

Atoms 1-2, force components in eV/Å:
C -2.86 -2.27 -0.08
N -0.36 -0.94 -0.74



[4]
Molecular formula: C5H10O3
Method: DFT, ωB97M-V/def2-TZVPD

Properties
Kohn-Sham gap (eV): 8.35
HOMO (eV): -7.64
Molar mass (g/mol): 118.13
LUMO level (eV): 0.712
Total charge: 0

Each line ends with the Mulliken charge.
Geometry (Å):
C -0.658 1.075 0.457  -0.96
C -0.282 -0.304 0.823  1.56
C -0.889 -1.157 1.942  -1.68
C 1.068 -0.770 0.469  -1.25
C 0.168 1.460 -2.210  0.29
O -1.350 -0.169 -0.237  -0.41
O -0.076 0.306 -2.553  -0.66
O 1.442 1.858 -1.987  -0.44
H -1.416 1.490 1.142  0.20
H -0.476 -0.941 2.963  0.30
H -0.557 -2.105 1.853  0.45
H -1.882 -1.111 1.779  0.52
H 1.042 -1.829 0.026  0.33
H 1.678 -0.913 1.384  0.41
H 1.543 -0.132 -0.301  0.13
H -0.607 2.202 -1.979  0.38
H -0.944 -0.286 -1.273  0.47
H 2.197 1.325 -2.299  0.36

Atoms 1-2, force components in eV/Å:
C 0.14 0.44 0.38
C -0.59 0.34 1.00



[5]
Molecular formula: C4H15N2O
Method: DFT, ωB97M-V/def2-TZVPD

Properties
Kohn-Sham gap (alpha / beta) (eV): 3.18 / 10.43
HOMO (alpha / beta) (eV): -2.41 / -9.78
Molar mass (g/mol): 107.18
LUMO level (alpha / beta) (eV): 0.764 / 0.645
Total charge: 0
Multiplicity: 2

Each line ends with the Mulliken charge.
Geometry (Å):
C 0.440 -0.624 1.978  -0.78
C -0.083 -1.604 0.926  -0.74
C 0.385 -1.302 -0.478  -1.27
C 0.026 0.229 -2.386  -1.65
N -0.422 -0.124 -1.012  -0.85
N -0.388 0.592 1.950  -0.68
H 1.479 -0.427 1.722  0.44
H 0.378 -1.092 2.959  0.37
H 0.407 -2.566 1.143  0.37
H -1.159 -1.738 0.995  0.35
H 0.240 -2.107 -1.193  0.73
H 1.382 -0.883 -0.561  0.41
H -0.749 -0.046 -3.098  0.56
H 0.956 -0.294 -2.570  0.33
H 0.083 1.308 -2.395  0.46
H -1.398 -0.472 -1.120  0.92
H -0.386 0.625 -0.308  0.44
H -1.201 0.434 2.529  0.33
H 0.145 1.393 2.262  0.23
H 0.664 3.213 -0.563  0.30
H -0.769 2.944 -0.144  0.25
O -0.031 2.538 -0.637  -0.53

Atoms 1-2, force components in eV/Å:
C -0.90 -0.14 -0.48
C 1.42 -0.98 0.40